Below is 21 unconnected molecules or ions with the total composition C63H163N5O21 at a distorted geometry, with properties calculated with ωB97M-V/def2-TZVPD.

Properties
**LUMO level**: -0.15 eV
**Energy**: -118412.861 eV
**HOMO-LUMO gap**: 7.84 eV
**Relative energy (zero: lowest compared OMol25 entry of this formula, charge and spin)**: 0.0 kcal per mole

```
! wB97M-V def2-TZVPD RIJCOSX def2/J DEFGRID3
* xyz 0 1
C -1.656 -2.655 3.684
C -2.663 -3.651 3.301
O -2.456 -4.312 2.047
H -0.683 -3.139 3.757
H -1.895 -2.172 4.632
H -1.463 -1.972 2.857
H -3.620 -3.130 3.329
H -2.775 -4.387 4.096
H -3.255 -4.799 1.832
C 6.495 -1.796 0.146
C 7.171 -3.123 -0.200
O 7.841 -3.489 1.023
H 6.116 -1.408 -0.799
H 7.166 -1.058 0.586
H 5.668 -2.110 0.783
H 7.937 -2.992 -0.965
H 6.465 -3.859 -0.584
H 8.408 -2.767 1.304
C 3.380 5.442 -0.839
C 3.908 6.062 0.425
O 2.902 6.378 1.379
H 2.728 4.577 -0.716
H 4.226 5.204 -1.484
H 2.760 6.235 -1.256
H 4.360 7.047 0.307
H 4.579 5.380 0.947
H 2.246 6.920 0.934
C 3.059 -4.330 -2.348
C 3.764 -3.042 -2.097
O 4.754 -2.904 -3.115
H 3.788 -5.118 -2.158
H 2.693 -4.463 -3.366
H 2.328 -4.594 -1.584
H 4.170 -2.934 -1.092
H 3.108 -2.188 -2.266
H 4.888 -1.963 -3.254
C 3.853 -5.587 1.026
C 4.872 -6.662 0.602
O 4.233 -7.919 0.620
H 2.873 -5.655 0.554
H 4.254 -4.641 0.661
H 3.803 -5.602 2.115
H 5.698 -6.731 1.309
H 5.125 -6.303 -0.396
H 4.805 -8.546 0.173
C 3.829 -3.253 4.237
C 2.449 -3.511 4.844
O 2.584 -3.195 6.241
H 3.874 -3.340 3.151
H 4.599 -3.964 4.539
H 4.273 -2.293 4.501
H 2.197 -4.541 4.592
H 1.662 -2.913 4.385
H 2.616 -2.248 6.394
C -0.776 -4.246 -0.661
C -1.775 -3.134 -0.955
O -2.142 -2.489 0.195
H -1.382 -5.029 -0.204
H -0.031 -3.932 0.069
H -0.148 -4.472 -1.523
H -2.638 -3.570 -1.460
H -1.371 -2.366 -1.613
H -2.341 -3.176 0.835
C 1.115 -1.104 1.842
C 0.657 -0.505 0.410
O -0.732 -0.064 0.541
H 0.604 -2.060 1.950
H 0.890 -0.419 2.660
H 2.193 -1.239 1.752
H 0.900 -1.113 -0.461
H 1.169 0.437 0.214
H -1.295 -0.776 0.226
C 0.748 -2.546 -5.851
C -0.562 -3.328 -5.812
O -0.862 -3.943 -4.600
H 0.630 -1.615 -5.297
H 1.053 -2.271 -6.860
H 1.577 -3.145 -5.475
H -0.458 -4.117 -6.557
H -1.366 -2.698 -6.194
H -0.305 -4.722 -4.527
O -0.648 -6.486 2.925
H -0.218 -6.702 2.097
H -1.381 -5.923 2.675
O 1.836 3.346 1.413
H 1.835 4.054 2.057
H 1.104 3.549 0.831
O -0.756 2.918 0.095
H -1.295 3.134 -0.666
H -0.696 1.963 0.084
O 5.015 2.014 -0.887
H 5.791 2.015 -0.326
H 4.279 1.967 -0.278
O 6.657 1.961 1.213
H 7.245 1.854 1.961
H 5.786 1.777 1.565
O 4.098 1.651 1.912
H 4.019 1.367 2.823
H 3.402 2.298 1.801
O 4.785 0.614 4.453
H 5.664 0.293 4.249
H 4.892 1.560 4.554
C -3.538 4.578 2.580
C -4.676 3.569 3.091
C -5.866 3.937 2.119
C -6.954 2.909 2.041
C -6.325 1.555 1.792
C -5.184 1.104 2.703
N -4.186 2.171 2.947
O -3.176 1.742 3.768
C -5.769 0.533 4.101
C -4.429 -0.129 1.996
C -5.074 3.904 4.574
H -2.593 4.404 3.094
H -3.786 5.592 2.896
H -3.116 4.433 1.586
H -6.287 4.896 2.420
H -5.399 4.125 1.152
H -7.555 3.211 1.183
H -7.528 2.894 2.967
H -6.012 1.408 0.758
H -7.221 0.941 1.880
H -6.663 -0.042 3.858
H -5.082 -0.096 4.667
H -6.176 1.260 4.804
H -5.141 -0.902 1.707
H -3.896 0.221 1.112
H -3.708 -0.518 2.714
H -5.187 4.945 4.875
H -4.316 3.453 5.215
H -6.042 3.449 4.782
H -2.411 1.824 3.194
C 7.670 -1.159 -4.301
C 6.921 0.157 -4.576
C 7.215 0.475 -6.057
C 6.206 1.401 -6.708
C 4.810 0.920 -6.455
C 4.440 0.722 -4.973
N 5.470 0.023 -4.297
O 5.240 -0.088 -2.894
C 4.259 2.211 -4.470
C 3.170 -0.159 -4.777
C 7.500 1.350 -3.808
H 7.427 -2.036 -4.902
H 7.468 -1.502 -3.287
H 8.754 -1.050 -4.283
H 8.223 0.872 -6.175
H 7.374 -0.462 -6.591
H 6.459 1.462 -7.766
H 6.408 2.431 -6.414
H 4.828 -0.094 -6.853
H 4.138 1.623 -6.948
H 4.995 2.992 -4.658
H 3.351 2.633 -4.903
H 4.075 2.178 -3.396
H 3.470 -1.198 -4.908
H 2.696 -0.143 -3.796
H 2.386 0.012 -5.515
H 7.405 1.308 -2.723
H 6.994 2.284 -4.050
H 8.564 1.549 -3.937
H 5.301 0.802 -2.539
C 0.168 -0.291 5.508
C 0.901 0.915 6.093
C -0.206 1.723 6.902
C 0.386 2.850 7.741
C 1.435 2.257 8.717
C 2.566 1.486 8.027
N 1.936 0.498 7.095
O 2.810 -0.410 6.511
C 3.564 2.539 7.438
C 3.265 0.725 9.092
C 1.296 1.735 4.914
H -0.663 0.081 4.907
H -0.250 -0.969 6.252
H 0.891 -0.831 4.897
H -0.986 2.029 6.204
H -0.729 1.121 7.645
H -0.452 3.267 8.300
H 0.917 3.633 7.201
H 0.848 1.655 9.412
H 1.855 3.057 9.326
H 4.309 2.116 6.764
H 2.993 3.249 6.840
H 4.049 3.081 8.249
H 4.247 0.464 8.699
H 3.440 1.371 9.952
H 2.759 -0.188 9.405
H 1.810 2.635 5.252
H 0.447 2.133 4.359
H 1.983 1.209 4.251
H 3.227 0.188 5.885
C 0.899 3.478 -2.987
C -0.347 2.783 -3.571
C -0.055 1.272 -3.517
C -1.254 0.340 -3.657
C -2.324 0.744 -2.684
C -2.759 2.210 -2.771
N -1.556 3.104 -2.831
O -1.930 4.416 -2.823
C -3.649 2.356 -4.064
C -3.682 2.379 -1.551
C -0.555 3.241 -5.051
H 0.724 4.547 -2.870
H 1.692 3.505 -3.735
H 1.240 3.112 -2.019
H 0.696 1.079 -4.282
H 0.369 1.044 -2.539
H -1.083 -0.725 -3.501
H -1.589 0.390 -4.693
H -2.111 0.424 -1.663
H -3.159 0.119 -2.999
H -4.001 3.381 -4.182
H -3.199 2.025 -5.000
H -4.613 1.855 -3.972
H -3.402 1.839 -0.646
H -3.677 3.442 -1.306
H -4.708 2.103 -1.795
H -1.284 2.605 -5.554
H 0.274 3.112 -5.746
H -0.854 4.289 -5.065
H -2.212 4.524 -3.734
C -8.271 -0.865 -1.087
C -7.422 -1.283 -2.291
C -7.670 -2.838 -2.542
C -8.996 -3.167 -3.286
C -9.096 -2.313 -4.575
C -8.903 -0.800 -4.341
N -7.652 -0.536 -3.586
O -7.333 0.872 -3.452
C -8.737 -0.248 -5.748
C -10.144 -0.191 -3.631
C -5.923 -1.239 -1.858
H -7.954 -1.242 -0.115
H -9.340 -1.063 -1.154
H -8.133 0.204 -0.926
H -6.870 -3.209 -3.181
H -7.640 -3.411 -1.615
H -9.867 -3.103 -2.634
H -8.971 -4.205 -3.618
H -10.098 -2.498 -4.962
H -8.379 -2.706 -5.296
H -8.558 0.828 -5.741
H -7.821 -0.654 -6.176
H -9.600 -0.464 -6.377
H -9.932 0.786 -3.196
H -10.961 -0.117 -4.348
H -10.612 -0.870 -2.918
H -5.775 -1.902 -1.006
H -5.598 -0.248 -1.542
H -5.281 -1.433 -2.718
H -7.897 1.136 -2.721
*
```

These are the Mulliken partial charges, in e, on atoms 1 to 99: C 0.2058; C -0.8799; O -0.5456; H 0.1944; H 0.4202; H -0.5849; H 0.4364; H 0.4303; H 0.2183; C -0.3031; C -0.1820; O -0.5829; H -0.2545; H 0.6405; H -0.0408; H 0.2717; H 0.1143; H 0.3138; C -0.5471; C -0.4561; O -0.5209; H -0.0862; H 0.2535; H 0.5038; H 0.3604; H 0.2272; H 0.2781; C -0.9536; C 1.6985; O -0.7232; H 0.1753; H 0.1735; H -0.0012; H -0.3418; H -0.2957; H -0.0218; C -0.2489; C -0.4792; O -0.5286; H 0.1765; H -0.1999; H 0.3688; H 0.3157; H 0.3124; H 0.2965; C -0.6240; C 0.5062; O -0.6479; H 0.0207; H 0.4040; H 0.0200; H 0.4209; H -0.5409; H 0.4653; C -0.9725; C 0.5188; O -0.0560; H 0.4009; H -0.0547; H 0.2696; H 0.3397; H -0.3061; H -0.0130; C -0.4409; C -0.8746; O 1.5830; H -0.2330; H -0.2118; H 0.5712; H 0.5905; H 0.0926; H -0.8273; C -0.1025; C -0.6706; O -0.4412; H -0.3777; H 0.4018; H 0.2312; H 0.4516; H 0.3312; H 0.2884; O -0.6458; H 0.3073; H 0.3488; O -0.2284; H 0.1526; H -0.0166; O -0.6253; H 0.0396; H 0.0636; O -0.2230; H 0.3404; H -0.0409; O -0.7250; H 0.3358; H 0.3342; O -0.1644; H 0.1798; H 0.1862